# 1
Here is a 12-piece molecular cluster, C36H90O42P6 overall in a non-equilibrium geometry from OMol25. Energies are from ωB97M-V/def2-TZVPD.

```
174
Properties=species:S:1:pos:R:3:mulliken_charge:R:1
C -2.53 -1.92 -5.71 0.5238
O -2.82 -0.94 -6.71 -0.4205
P -3.12 0.64 -6.31 0.4696
O -4.58 0.89 -6.06 -0.7343
O -2.27 0.95 -4.95 0.5272
C -2.14 2.30 -4.46 -0.4630
O -2.33 1.40 -7.48 -0.2664
C -3.00 1.39 -8.71 -0.7848
H -2.99 -2.88 -5.90 0.1309
H -2.92 -1.58 -4.75 -0.4203
H -1.44 -1.98 -5.62 0.1334
H -1.29 2.83 -4.91 0.1875
H -1.89 2.35 -3.40 -0.0918
H -3.12 2.75 -4.58 0.4246
H -2.34 0.82 -9.36 0.2508
H -3.06 2.39 -9.15 0.2562
H -4.03 1.01 -8.70 0.3528
C 0.99 1.39 3.77 0.5781
O 1.11 1.40 5.17 -0.3688
P 1.46 0.01 5.99 0.5788
O 0.33 -0.99 5.80 -0.6460
O 1.84 0.57 7.50 -0.3439
C 2.17 1.91 7.73 -0.4577
O 2.92 -0.38 5.43 0.1135
C 3.55 -1.52 6.03 -0.6776
H 1.87 1.78 3.25 -0.4451
H 0.22 2.13 3.57 -0.0275
H 0.61 0.51 3.27 0.2384
H 1.20 2.41 7.72 0.2975
H 2.84 2.33 6.98 0.1549
H 2.48 2.08 8.76 0.2271
H 4.02 -2.10 5.23 0.0052
H 2.93 -2.17 6.65 0.3826
H 4.34 -1.18 6.71 0.2119
C -4.51 -5.22 -5.01 -0.9095
O -4.23 -4.29 -3.98 -0.1167
P -2.93 -4.31 -3.07 0.0196
O -2.73 -3.08 -2.28 0.3897
O -1.69 -4.67 -4.03 -0.3359
C -0.36 -4.84 -3.50 -0.6055
O -2.95 -5.55 -2.17 -0.2739
C -4.07 -5.94 -1.36 -0.5643
H -3.70 -5.89 -5.30 0.3841
H -4.75 -4.68 -5.92 0.2708
H -5.43 -5.75 -4.75 0.3273
H 0.26 -4.20 -4.13 0.1421
H -0.15 -5.91 -3.59 0.3287
H -0.20 -4.58 -2.46 0.2588
H -4.72 -6.64 -1.87 0.2960
H -4.60 -5.04 -1.04 0.1260
H -3.68 -6.38 -0.44 0.2861
C -2.14 0.10 3.25 -0.2779
O -3.50 -0.25 3.22 -0.1201
P -4.63 0.92 3.53 1.0114
O -4.37 2.25 2.93 -0.7081
O -6.05 0.28 3.09 -0.1939
C -6.40 -1.00 3.53 -0.7939
O -4.63 0.80 5.13 -0.2784
C -5.50 1.58 5.86 -0.8221
H -1.45 -0.41 2.58 -0.1445
H -1.79 -0.02 4.27 0.6470
H -2.01 1.16 3.01 -0.0849
H -7.06 -1.08 4.39 0.3517
H -5.51 -1.59 3.78 0.3372
H -6.87 -1.55 2.72 0.1997
H -5.79 2.56 5.48 0.3203
H -5.15 1.64 6.89 0.2366
H -6.36 0.91 5.85 0.2910
C 4.89 4.82 -2.16 -0.5881
O 6.30 4.56 -2.20 -0.3848
P 6.90 3.45 -1.12 0.5506
O 5.84 2.97 -0.15 -0.0931
O 7.36 2.37 -2.21 -0.3913
C 6.74 1.07 -2.44 -0.4484
O 8.20 4.12 -0.49 -0.2979
C 9.07 4.76 -1.36 -0.7388
H 4.65 5.02 -3.20 0.3819
H 4.72 5.78 -1.67 0.3583
H 4.22 4.04 -1.80 0.0751
H 7.37 0.53 -3.15 0.2775
H 5.78 1.28 -2.91 0.2863
H 6.84 0.45 -1.55 0.1491
H 8.70 5.66 -1.84 0.2697
H 9.16 4.04 -2.17 0.3118
H 10.07 4.99 -0.99 0.2754
C -5.79 -0.40 -3.46 -0.2801
O -6.50 -0.28 -2.19 -0.3735
P -5.82 0.57 -0.95 0.4473
O -6.37 1.91 -0.60 -0.7526
O -5.82 -0.50 0.31 -0.4538
C -5.05 -1.71 0.41 0.5277
O -4.27 0.65 -1.29 0.3996
C -3.39 1.26 -0.34 -0.6432
H -6.24 -1.16 -4.09 0.3428
H -4.75 -0.65 -3.27 -0.0580
H -5.96 0.55 -3.98 0.3306
H -5.60 -2.52 -0.07 0.3115
H -4.79 -2.00 1.43 -0.3862
H -4.07 -1.62 -0.06 -0.1016
H -2.76 0.50 0.11 0.1990
H -3.90 1.88 0.40 0.4946
H -2.72 1.93 -0.89 -0.1039
C 5.66 -0.07 1.34 0.1982
O 5.68 -1.39 1.86 -0.4574
C 4.46 -1.94 2.27 0.4638
O 3.41 -1.28 2.06 -0.1975
O 4.69 -3.12 2.88 -0.3760
C 3.61 -3.84 3.38 -0.7062
H 6.66 0.36 1.22 0.2094
H 5.21 0.57 2.10 -0.0836
H 5.08 -0.06 0.42 -0.0115
H 3.57 -3.88 4.47 0.3420
H 3.62 -4.84 2.96 0.3217
H 2.61 -3.54 3.05 0.2667
C 2.96 -2.43 -3.34 -0.2673
O 3.28 -1.77 -4.56 -0.3704
C 2.25 -1.41 -5.35 0.8131
O 1.09 -1.65 -5.04 -0.4895
O 2.69 -0.77 -6.42 -0.3886
C 1.81 -0.15 -7.25 -0.6278
H 3.50 -1.86 -2.59 0.0994
H 3.52 -3.36 -3.33 0.2491
H 1.89 -2.55 -3.19 0.0996
H 2.28 0.24 -8.15 0.2852
H 1.14 0.59 -6.80 0.2436
H 1.18 -0.93 -7.69 0.3043
C 5.98 2.02 7.10 -0.3204
O 5.43 3.03 6.22 -0.3913
C 4.92 2.69 5.03 0.6695
O 4.91 1.64 4.53 -0.3116
O 4.53 3.84 4.37 -0.4379
C 3.98 3.73 3.05 -0.1431
H 5.27 1.19 7.11 0.0246
H 6.09 2.50 8.07 0.2259
H 6.93 1.64 6.73 0.2665
H 4.59 3.06 2.45 0.1754
H 4.07 4.73 2.63 0.3369
H 2.91 3.54 3.04 0.0118
C 2.45 1.69 0.36 0.4874
O 1.63 1.47 -0.82 -0.4989
C 0.58 0.66 -0.75 0.5812
O 0.12 0.10 0.27 -0.2683
O 0.21 0.51 -2.06 -0.2626
C -0.96 -0.24 -2.42 0.5554
H 3.41 2.06 0.00 -0.0924
H 2.60 0.84 1.03 0.0606
H 2.15 2.42 1.10 0.0064
H -0.79 -0.55 -3.45 -0.0896
H -1.83 0.41 -2.47 -0.6306
H -1.02 -1.17 -1.85 0.3039
C -1.24 3.98 2.10 -0.4660
O -0.22 4.36 1.19 -0.2916
C -0.40 4.36 -0.12 0.7907
O -1.40 4.00 -0.69 -0.5920
O 0.76 4.98 -0.63 -0.3486
C 1.02 4.81 -1.94 -0.2305
H -1.99 4.77 2.13 0.4033
H -0.87 3.96 3.13 0.3267
H -1.78 3.08 1.81 -0.0569
H 2.06 5.09 -2.11 -0.1163
H 0.32 5.50 -2.39 0.3803
H 0.81 3.76 -2.17 0.1495
C -1.21 -3.16 1.73 -0.9884
O -2.62 -3.28 1.76 0.2166
C -3.25 -4.37 2.41 0.4871
O -2.62 -5.31 2.88 -0.5972
O -4.62 -4.20 2.45 -0.0860
C -5.41 -5.26 2.96 -0.8899
H -0.98 -2.60 0.83 0.2830
H -0.77 -4.13 1.95 0.4642
H -0.82 -2.49 2.50 0.2348
H -6.39 -5.15 2.49 0.3257
H -5.64 -5.37 4.01 0.2896
H -5.09 -6.25 2.63 0.3475
```

Charge ... 0
SMILES ... COP(=O)(OC)OC.COP(=O)(OC)OC.COP(=O)(OC)OC.COP(=O)(OC)OC.COP(=O)(OC)OC.COP(=O)(OC)OC.COC(=O)OC.COC(=O)OC.COC(=O)OC.COC(=O)OC.COC(=O)OC.COC(=O)OC

***

# 2
Here is a 7-piece molecular cluster, C36H92F6N6O4P overall in a non-equilibrium geometry from OMol25. Energies are from ωB97M-V/def2-TZVPD.

```
145
Properties=species:S:1:pos:R:3:mulliken_charge:R:1
P -0.19 0.88 -0.72 1.1880
F -1.82 0.98 -1.19 -0.4019
F -0.66 0.86 0.81 -0.3577
F -0.30 -0.72 -0.76 -0.3747
F 1.28 0.55 -0.24 -0.3384
F 0.19 0.70 -2.29 -0.3664
F 0.03 2.51 -0.70 -0.3521
C -6.10 -4.81 1.02 -0.7973
N -6.14 -3.28 1.18 -0.2294
C -7.23 -2.91 2.15 -0.9558
C -4.79 -2.81 1.91 -0.8912
C -6.36 -2.43 -0.07 -0.4597
C -7.76 -2.43 -0.65 -0.5131
O -8.50 -1.48 0.05 -0.4966
H -5.77 -5.22 1.97 0.3846
H -5.37 -5.14 0.28 0.3490
H -7.08 -5.21 0.78 0.3536
H -6.99 -3.45 3.07 0.4529
H -8.21 -3.24 1.82 0.4226
H -7.20 -1.82 2.28 0.3657
H -3.98 -3.14 1.26 0.4207
H -4.72 -3.39 2.82 0.3850
H -4.69 -1.73 2.02 0.3780
H -5.57 -2.66 -0.78 0.5080
H -6.03 -1.48 0.37 0.3721
H -8.28 -3.36 -0.39 0.2366
H -7.79 -2.31 -1.73 0.3928
H -8.78 -0.66 -0.37 0.3222
C -4.54 -2.13 -6.53 -0.8804
N -3.00 -1.86 -6.79 -0.1028
C -2.74 -2.24 -8.26 -0.8218
C -2.83 -0.32 -6.61 -0.8591
C -2.07 -2.60 -5.74 -0.7037
C -2.02 -4.15 -5.46 -0.4807
O -3.36 -4.44 -5.21 -0.4859
H -5.05 -1.47 -7.24 0.4620
H -4.71 -1.94 -5.47 0.3630
H -4.81 -3.17 -6.70 0.3332
H -1.75 -1.95 -8.62 0.3697
H -3.43 -1.66 -8.88 0.3946
H -2.75 -3.32 -8.40 0.3390
H -1.82 -0.15 -7.00 0.4157
H -2.94 0.07 -5.60 0.3647
H -3.51 0.18 -7.30 0.3885
H -2.33 -2.13 -4.79 0.4527
H -1.08 -2.21 -5.96 0.4301
H -1.43 -4.46 -4.60 0.3869
H -1.68 -4.60 -6.39 0.3165
H -3.42 -5.37 -4.98 0.3184
C 0.73 -0.67 6.51 -0.8695
N 1.99 -0.06 7.01 -0.0641
C 3.05 0.17 5.92 -0.8855
C 1.80 1.33 7.61 -0.9288
C 2.61 -0.95 8.13 -0.6061
C 2.50 -2.55 8.06 -0.5789
O 2.81 -3.09 6.79 -0.4712
H 0.10 -0.87 7.37 0.4147
H 0.76 -1.45 5.75 0.2541
H 0.31 0.21 6.02 0.4446
H 3.08 -0.86 5.55 0.4299
H 3.97 0.54 6.38 0.3751
H 2.74 0.89 5.17 0.3594
H 2.66 1.73 8.14 0.3598
H 1.02 1.19 8.36 0.4414
H 1.33 1.84 6.76 0.4229
H 2.27 -0.62 9.11 0.4086
H 3.68 -0.76 8.25 0.4004
H 1.46 -2.80 8.26 0.3903
H 3.17 -2.95 8.83 0.3882
H 2.47 -3.98 6.84 0.3150
C 4.84 3.53 -4.96 -0.9990
N 4.39 4.93 -5.33 -0.0627
C 2.89 4.98 -5.56 -0.7973
C 4.80 5.74 -4.18 -0.9683
C 5.23 5.40 -6.60 -0.3688
C 5.42 6.84 -6.88 -0.6035
O 4.16 7.48 -6.89 -0.5338
H 4.65 2.92 -5.84 0.4135
H 4.32 3.18 -4.06 0.4206
H 5.86 3.29 -4.67 0.4008
H 2.58 4.31 -6.36 0.3407
H 2.68 5.99 -5.91 0.3663
H 2.42 4.74 -4.61 0.3929
H 5.87 5.75 -4.01 0.3824
H 4.52 5.37 -3.19 0.3701
H 4.39 6.72 -4.41 0.4489
H 4.72 4.91 -7.43 0.3921
H 6.20 4.92 -6.49 0.3415
H 5.81 6.92 -7.89 0.3937
H 6.00 7.41 -6.15 0.3334
H 3.65 7.35 -7.70 0.3371
C -2.21 8.10 6.55 -1.3673
C -2.47 7.05 5.39 -0.2911
C -3.54 7.66 4.45 -0.9546
N -3.55 7.04 2.98 0.3204
C -3.90 5.63 3.05 -1.0978
C -2.24 7.23 2.18 -0.7172
C -2.64 7.36 0.71 -0.6463
C -3.89 8.18 0.80 -0.5118
C -4.63 7.82 2.09 -0.4673
H -1.49 7.77 7.29 0.3768
H -3.11 8.47 7.04 0.3573
H -1.74 8.97 6.10 0.3668
H -2.84 6.12 5.82 0.3691
H -1.56 6.76 4.87 0.3229
H -3.37 8.73 4.41 0.4739
H -4.55 7.50 4.84 0.5375
H -3.12 5.09 3.59 0.3695
H -3.90 5.23 2.04 0.4703
H -4.86 5.47 3.53 0.3533
H -1.49 6.46 2.38 0.3946
H -1.75 8.17 2.44 0.3828
H -2.95 6.43 0.22 0.2783
H -1.88 7.81 0.08 0.3931
H -4.53 7.99 -0.06 0.3068
H -3.55 9.21 0.94 0.3281
H -5.55 7.25 1.92 0.3521
H -4.85 8.74 2.63 0.3006
C 7.13 -9.05 -2.18 -1.3049
C 7.01 -8.02 -0.97 -0.2918
C 5.51 -8.09 -0.37 -0.7176
N 5.26 -7.06 0.82 0.2127
C 5.77 -7.59 2.18 -0.9712
C 3.74 -6.87 1.11 -0.6327
C 3.33 -5.70 0.25 -0.6693
C 4.55 -4.76 0.00 -0.5458
C 5.74 -5.60 0.54 -0.5820
H 6.44 -8.80 -2.99 0.3455
H 6.83 -10.06 -1.89 0.3739
H 8.18 -9.17 -2.44 0.3766
H 7.21 -7.04 -1.41 0.2889
H 7.69 -8.10 -0.11 0.3994
H 5.09 -9.03 -0.03 0.4102
H 4.95 -7.65 -1.20 0.3296
H 5.05 -8.28 2.62 0.3977
H 6.00 -6.74 2.82 0.3474
H 6.73 -8.00 1.85 0.3911
H 3.65 -6.71 2.19 0.5113
H 3.06 -7.68 0.88 0.2602
H 2.47 -5.18 0.68 0.4423
H 3.00 -6.07 -0.72 0.3240
H 4.57 -3.89 0.65 0.2856
H 4.60 -4.32 -1.00 0.3381
H 6.14 -5.21 1.48 0.3662
H 6.60 -5.44 -0.11 0.3149
```

Charge ... +5

***

| no. | HOMO level (eV) | Kohn-Sham gap (eV) |
| --- | --- | --- |
| 1 | -9.441 | 9.76 |
| 2 | -18.329 | 10.64 |